ORCA calculation (the ωB97M-V functional and the def2-TZVPD basis) on 2 unconnected molecules or ions with the total composition C8H15Br at a distorted geometry.

```
! RIJCOSX wB97M-V def2-TZVPD def2/J DEFGRID3
* xyz 0 3
C -2.465 0.639 0.504
C -1.340 0.504 1.139
C -0.674 -1.777 1.049
C 1.762 1.187 1.103
C 0.522 0.765 -1.041
C 1.953 -1.036 -0.033
C -0.284 -0.474 0.863
C 1.027 0.069 0.255
Br -1.978 -0.041 -4.054
H -3.269 1.299 0.903
H -2.607 0.125 -0.365
H -1.291 0.989 2.113
H -3.243 -0.373 -4.399
H 0.005 -2.718 0.913
H -1.650 -2.127 1.479
H 1.110 1.990 1.264
H 2.496 1.579 0.513
H 2.103 0.669 1.996
H -0.080 1.610 -0.883
H 1.367 1.030 -1.554
H -0.012 0.060 -1.551
H 2.586 -0.869 -0.825
H 1.437 -1.977 -0.213
H 2.525 -1.123 0.823
*
```

Results
orbital gap (alpha / beta)	4.989 / 5.878	eV
⟨S²⟩	2.01

Listed below, in e, are the Mulliken charges computed for each atom: -1.037, -0.486, -0.978, -1.842, -2.200, -2.022, 0.342, 2.369, -0.204, 0.296, 0.472, 0.360, 0.199, 0.228, 0.310, 0.463, 0.487, 0.430, 0.422, 0.619, 0.517, 0.430, 0.372, 0.451

ORCA calculation (the ωB97M-V functional and the def2-TZVPD basis) on 2 unconnected molecules or ions with the total composition C8H15BrSi at a distorted geometry.

```
! RIJCOSX wB97M-V def2-TZVPD def2/J DEFGRID3
* xyz 0 1
C -0.103 2.511 -1.759
C -0.787 3.465 -1.464
C 1.509 1.181 0.314
C 0.077 -0.032 1.911
C 1.814 -1.251 0.942
C -2.253 0.103 -0.725
C -0.493 -2.351 -1.537
C 0.829 -0.138 0.617
Si -0.454 -0.633 -0.786
Br -1.695 5.088 -1.123
H 2.121 1.423 1.117
H 2.098 1.219 -0.632
H 0.773 2.024 0.271
H 0.801 0.108 2.654
H -0.459 -0.908 2.138
H -0.795 0.628 1.804
H 2.598 -1.447 0.144
H 2.416 -0.955 1.778
H 1.189 -2.308 1.008
H -2.279 1.069 -0.145
H -2.786 0.199 -1.632
H -2.613 -0.779 -0.172
H -0.328 -2.635 -2.528
H 0.334 -2.879 -0.953
H -1.514 -2.698 -1.241
*
```

Results
orbital gap	6.543	eV

Listed below, in e, are the Mulliken charges computed for each atom: -0.601, -0.005, -1.807, -1.926, -1.580, -0.949, -0.943, 1.774, 0.393, -0.154, 0.493, 0.426, 0.369, 0.533, 0.528, 0.393, 0.321, 0.493, 0.266, 0.259, 0.380, 0.379, 0.427, 0.264, 0.268

ORCA calculation (the ωB97M-V functional and the def2-TZVPD basis) on 5 unconnected molecules or ions with the total composition C8H15Cl16N2O4PSi2.

```
! RIJCOSX wB97M-V def2-TZVPD def2/J DEFGRID3
* xyz 0 1
N -0.024 3.485 3.202
Si -1.139 2.462 2.377
O -0.255 1.611 1.283
Si -0.690 0.404 0.240
C -0.358 -1.253 1.019
C -1.184 -1.649 2.250
C -2.717 -1.592 2.021
C -3.332 -2.929 2.310
O -4.021 -3.203 3.243
O -2.955 -3.903 1.386
P -2.638 3.900 1.467
N -3.852 2.796 0.991
O -3.146 4.527 2.938
H -0.257 3.698 4.165
H 0.920 3.114 3.180
H -1.843 1.505 3.302
H -2.124 0.566 -0.101
H 0.115 0.540 -0.991
H -0.494 -2.024 0.253
H 0.705 -1.258 1.285
H -0.907 -2.668 2.530
H -0.923 -1.023 3.105
H -2.917 -1.343 0.976
H -3.198 -0.853 2.661
H -3.679 -4.097 0.782
H -4.684 3.265 0.651
H -4.125 2.079 1.655
H -3.486 3.869 3.555
Cl -0.831 -2.189 -3.490
C -0.806 -3.910 -3.067
Cl -1.987 -4.774 -4.052
Cl 0.803 -4.561 -3.362
Cl -1.218 -4.082 -1.358
Cl 1.652 -2.571 -6.214
C 3.045 -3.337 -6.977
Cl 3.232 -4.977 -6.338
Cl 2.798 -3.415 -8.724
Cl 4.500 -2.402 -6.631
Cl 0.821 6.657 6.272
C 0.524 5.140 7.113
Cl -1.011 4.451 6.555
Cl 1.828 4.000 6.761
Cl 0.437 5.421 8.851
Cl 7.221 -0.665 -8.892
C 7.924 0.097 -7.464
Cl 7.231 -0.638 -6.011
Cl 9.672 -0.142 -7.463
Cl 7.561 1.823 -7.475
*
```

Results
orbital gap	8.691	eV
SMILES	N[Si@H](O[SiH2]CCCC(=O)O)P(N)O.ClC(Cl)(Cl)Cl.ClC(Cl)(Cl)Cl.ClC(Cl)(Cl)Cl.ClC(Cl)(Cl)Cl

Listed below, in e, are the Mulliken charges computed for each atom: -0.328, 0.353, -0.147, 0.273, -0.234, -0.640, 0.097, -0.052, -0.519, -0.391, 0.112, -0.490, -0.489, 0.120, 0.231, -0.119, -0.098, -0.198, -0.112, 0.357, 0.435, 0.338, 0.249, 0.174, 0.317, 0.270, 0.211, 0.326, -0.104, 0.321, -0.102, -0.059, -0.077, -0.056, 0.299, -0.108, -0.105, -0.024, -0.083, 0.368, -0.108, -0.099, -0.104, -0.093, 0.376, -0.103, -0.094, -0.092

ORCA calculation (the ωB97M-V functional and the def2-TZVPD basis) on a molecular structure, C8H15Cl2NO2PTl at a distorted geometry.

```
! RIJCOSX wB97M-V def2-TZVPD def2/J DEFGRID3
* xyz 2 1
C 0.483 -2.999 -1.018
C -0.446 -1.959 -0.577
H -0.050 -3.848 -1.487
H 1.064 -3.339 -0.144
H 1.216 -2.567 -1.718
O -1.623 -1.856 -0.395
Cl 2.941 -0.713 -0.403
Tl 0.641 -0.010 0.254
P 0.091 0.754 -2.318
C -1.501 1.365 -2.962
C 1.183 2.187 -2.698
H 1.630 -0.767 -3.396
H 0.611 0.123 -4.577
H -0.070 -1.268 -3.678
C 0.614 -0.412 -3.619
H 2.119 2.034 -2.143
H 1.384 2.250 -3.780
H -1.377 1.649 -4.016
H -1.811 2.241 -2.379
H 0.711 3.113 -2.343
H -2.263 0.581 -2.879
C -2.229 0.747 0.216
O -3.350 0.881 0.361
Cl 0.281 2.418 0.657
C -0.048 -0.083 5.032
C -0.062 -0.396 3.627
N -0.047 -0.651 2.493
H 0.853 -0.513 5.486
H -0.940 -0.504 5.512
H -0.040 1.007 5.168
*
```

Results
orbital gap (alpha / beta)	6.280 / 5.589	eV

Listed below, in e, are the Mulliken charges computed for each atom: -1.051, 0.728, 0.385, 0.381, 0.280, -0.199, -0.311, 1.152, 0.822, -1.317, -1.147, 0.346, 0.491, 0.387, -1.237, 0.361, 0.446, 0.437, 0.394, 0.433, 0.402, 0.160, -0.132, -0.320, -0.851, 0.416, -0.411, 0.318, 0.329, 0.309

ORCA calculation (the ωB97M-V functional and the def2-TZVPD basis) on a gas-phase ion, C8H15ClF3N2 (charge +1) at a distorted geometry.

```
! RIJCOSX wB97M-V def2-TZVPD def2/J DEFGRID3
* xyz 1 1
C -2.425 0.279 1.712
N -1.360 -0.620 1.308
C -1.425 -1.865 2.089
C -0.066 -0.016 1.174
Cl 1.022 -0.487 2.668
N 0.644 -0.336 -0.042
C 2.111 -0.133 0.066
C 2.624 0.265 -1.308
C 1.471 0.559 -2.284
C 0.132 0.225 -1.654
C -0.920 1.287 -1.825
F -1.402 1.326 -3.109
F -2.021 1.092 -1.042
F -0.434 2.531 -1.524
H -3.342 -0.310 1.727
H -2.263 0.753 2.692
H -2.524 1.061 0.963
H -2.469 -2.193 2.031
H -0.762 -2.632 1.651
H -1.160 -1.707 3.157
H -0.130 1.073 1.244
H 0.472 -1.328 -0.201
H 2.608 -1.043 0.440
H 2.298 0.673 0.785
H 3.217 1.181 -1.200
H 3.296 -0.509 -1.701
H 1.495 1.621 -2.564
H 1.591 -0.031 -3.205
H -0.282 -0.715 -2.047
*
```

Results
orbital gap	9.310	eV
SMILES	CN(C)[C@@H](Cl)[N@@H+]1CCC[C@@H]1C(F)(F)F

Listed below, in e, are the Mulliken charges computed for each atom: -1.016, 0.153, -1.064, -0.687, -0.149, 0.098, -0.771, -0.521, -0.664, 0.148, 0.605, -0.249, -0.225, -0.253, 0.355, 0.333, 0.351, 0.421, 0.273, 0.416, 0.555, 0.472, 0.348, 0.505, 0.274, 0.324, 0.368, 0.296, 0.302

ORCA calculation (the ωB97M-V functional and the def2-TZVPD basis) on 2 unconnected molecules or ions with the total composition C8H15ClNO2 at a distorted geometry.

```
! RIJCOSX wB97M-V def2-TZVPD def2/J DEFGRID3
* xyz 1 1
C 1.151 3.066 -2.281
C -1.653 -1.928 1.243
C -1.708 -1.228 -0.062
C -0.958 -0.966 2.235
C -0.285 -0.913 -0.518
C 0.395 -0.896 1.754
C -0.118 3.798 -2.605
C 2.071 -0.605 0.096
N 0.706 -0.827 0.490
O 1.962 4.149 -2.135
O 1.363 1.881 -2.065
Cl 3.619 3.697 -2.012
H -2.665 -2.161 1.604
H -1.083 -2.883 1.156
H -2.242 -1.780 -0.843
H -2.254 -0.371 0.133
H -1.489 -0.035 2.213
H -1.145 -1.383 3.285
H 0.074 -1.596 -1.291
H -0.329 0.063 -1.006
H 1.225 -0.986 2.459
H 0.012 4.277 -3.631
H -0.932 3.072 -2.829
H -0.447 4.569 -1.919
H 2.905 -0.346 0.749
H 2.536 -1.521 -0.369
H 1.975 0.158 -0.713
*
```

Results
orbital gap	9.629	eV

Listed below, in e, are the Mulliken charges computed for each atom: 0.825, -0.797, -0.776, -0.625, -0.323, 0.111, -1.051, -0.750, 0.153, -0.243, -0.542, 0.012, 0.379, 0.310, 0.383, 0.363, 0.313, 0.311, 0.431, 0.208, 0.405, 0.311, 0.308, 0.335, 0.367, 0.326, 0.256

ORCA calculation (the ωB97M-V functional and the def2-TZVPD basis) on a molecular structure, C8H15IS at a distorted geometry.

```
! RIJCOSX wB97M-V def2-TZVPD def2/J DEFGRID3
* xyz 0 1
C -2.107 1.315 0.323
C -0.742 2.061 0.336
C -1.904 -0.014 1.166
C 0.386 1.209 -0.122
C -0.815 -0.904 0.598
C 0.549 -0.149 0.387
C 1.440 -1.243 -1.819
C 1.562 -1.039 -0.368
S 1.948 -2.405 0.579
I 3.930 0.538 -0.164
H -2.864 1.874 0.800
H -2.423 0.809 -0.694
H -1.017 2.867 -0.369
H -0.667 2.534 1.339
H -1.627 0.379 2.200
H -2.837 -0.552 1.339
H 0.404 1.206 -1.233
H 1.125 1.889 0.243
H -0.811 -1.728 1.315
H -1.189 -1.385 -0.303
H 0.918 -0.137 1.446
H 2.265 -2.051 -2.120
H 1.719 -0.470 -2.416
H 0.357 -1.387 -2.165
H 2.400 -3.217 -0.299
*
```

Results
orbital gap (alpha / beta)	7.150 / 7.149	eV

Listed below, in e, are the Mulliken charges computed for each atom: -0.755, -0.843, -0.896, -0.679, -0.801, 0.604, -1.098, 0.021, -0.103, -0.254, 0.433, 0.243, 0.295, 0.394, 0.343, 0.382, 0.197, 0.278, 0.441, 0.325, 0.338, 0.330, 0.381, 0.275, 0.146

ORCA calculation (the ωB97M-V functional and the def2-TZVPD basis) on a molecular structure, C8H15N at a distorted geometry.

```
! RIJCOSX wB97M-V def2-TZVPD def2/J DEFGRID3
* xyz 0 1
C -0.517 -0.415 1.861
C 2.284 1.104 -0.603
C 0.445 -0.538 0.705
C 1.006 1.138 0.163
C 0.453 2.237 0.671
N 1.398 -1.396 0.623
H 1.406 -2.033 1.413
H -1.297 0.324 1.690
H -0.993 -1.385 2.016
H 0.034 -0.142 2.763
H 2.830 0.174 -0.431
H 2.088 1.154 -1.679
H 2.944 1.931 -0.328
H 0.896 3.216 0.502
H -0.463 2.238 1.248
C -2.304 -0.209 -0.929
C -0.937 -0.814 -0.964
C -0.538 -1.874 -1.646
H -0.023 0.099 -0.504
H -2.885 -0.603 -0.090
H -2.254 0.878 -0.815
H -2.856 -0.421 -1.849
H 0.492 -2.209 -1.544
H -1.210 -2.452 -2.275
*
```

Results
orbital gap	8.885	eV

Listed below, in e, are the Mulliken charges computed for each atom: -1.674, -1.288, 1.297, 0.662, -0.999, -0.817, 0.194, 0.352, 0.461, 0.385, 0.339, 0.254, 0.406, 0.319, 0.221, -1.294, 0.631, -1.022, -0.104, 0.259, 0.311, 0.426, 0.322, 0.360